(1)
A cluster of 2 separate species, C26H30F9NO5S in total at a distorted geometry, computed with ωB97M-V/def2-TZVPD.

Geometry as ORCA input:
```
! RIJCOSX wB97M-V def2-TZVPD def2/J DEFGRID3
* xyz 0 1
C 3.1773 -0.8456 -0.0290
C 3.3394 -0.3864 -1.6095
C 2.2319 0.8298 -1.8476
C 1.7197 1.8274 -0.6131
C 0.5862 2.9638 -0.9583
C 0.0210 3.0506 -2.5158
C 0.5454 2.1117 -3.7533
C 1.6773 0.9731 -3.4163
O 2.2010 0.0600 -4.4548
C -1.1680 4.1936 -2.7884
O -1.2175 4.9337 -3.9073
C -2.2898 4.3162 -1.5541
C -3.8808 4.4859 -1.9130
C -4.9518 4.5617 -0.6379
C -6.5697 4.6941 -0.9968
C -6.8712 3.5767 -2.1696
C -8.4234 2.9547 -2.0921
F -8.7152 2.5407 -3.5160
F -9.2628 4.1402 -1.6735
C -8.4463 1.7198 -1.0240
F -8.4471 2.3505 0.3491
F -7.2356 0.8448 -1.0484
S -9.9313 0.5948 -1.0877
F -9.4920 -0.1303 -2.5763
F -9.0031 -0.6306 -0.2806
F -10.4040 1.1829 0.4856
F -10.9629 1.7550 -1.8029
F -11.2744 -0.4794 -1.0255
C -4.3844 4.5087 0.9102
C -2.7624 4.3356 1.2756
C -1.7172 4.2364 0.0093
C -0.0673 4.0136 0.1679
O 0.6700 4.6264 1.1098
H 2.0307 -0.8011 0.2867
H 3.8345 -0.1043 0.6026
H 3.5184 -1.9710 0.0672
H 4.4337 -0.0868 -1.9106
H 2.9598 -1.2992 -2.2733
H 2.1306 1.7161 0.4900
H 0.0848 2.2653 -4.8194
H 1.3975 -0.4778 -4.7619
H -4.2007 4.5312 -3.0400
H -6.7066 5.8032 -1.4147
H -7.1777 4.5433 -0.0086
H -6.8556 4.1824 -3.1986
H -6.0522 2.7485 -2.2789
H -5.1179 4.5513 1.8383
H -2.3842 4.2750 2.3915
C 6.2688 -6.9309 4.1784
O 5.6940 -5.6586 4.4465
C 6.6654 -4.6585 4.7789
C 6.7873 -3.6231 3.6502
N 7.4267 -4.1976 2.4641
C 7.3214 -3.3537 1.2692
C 5.9076 -3.0562 0.7265
O 5.2411 -4.1983 0.1925
C 4.5857 -5.0106 1.1528
H 5.4593 -7.6638 4.1228
H 6.7885 -6.9277 3.2180
H 6.9556 -7.2326 4.9750
H 7.6387 -5.0926 5.0364
H 6.2901 -4.1484 5.6741
H 7.3805 -2.7715 4.0034
H 5.7790 -3.2648 3.4217
H 6.9997 -5.0946 2.2570
H 7.8834 -3.8642 0.4762
H 7.8398 -2.4061 1.4562
H 6.0253 -2.3620 -0.1139
H 5.2737 -2.5370 1.4537
H 4.1961 -4.4298 1.9974
H 5.2585 -5.7916 1.5065
H 3.7477 -5.5121 0.6705
*
```

Its SMILES is CCc1cc2c(cc1O)C(=O)c1cc(CCC(F)(F)C(F)(F)S(F)(F)(F)(F)F)ccc1C2=O.COCCNCCOC. Its orbital gap is 6.340 eV. Its energy relative to the best compared isomer or geometry (same formula, charge and spin) is 572.8 kcal per mole. The calculation puts the largest force on an atom at 0.16604 Eh/bohr.

***

(2)
The molecule C4H4OS at a distorted geometry, computed with ωB97M-V/def2-TZVPD.

Geometry as ORCA input:
```
! RIJCOSX wB97M-V def2-TZVPD def2/J DEFGRID3
* xyz 0 1
S -2.8654 -0.3393 -0.0601
C -1.2398 -0.2079 0.0134
C -0.2509 0.8924 0.0163
C 1.1106 0.1850 -0.1587
C 0.8566 -1.1565 -0.0168
O -0.4626 -1.4054 0.0131
H -0.5544 1.8565 -0.6436
H -0.0689 1.3917 1.0660
H 2.0220 0.7710 -0.1635
H 1.4528 -1.9876 -0.0661
*
```

Its SMILES is S=C1CC=CO1. Its orbital gap is 8.706 eV. Its energy relative to the best compared isomer or geometry (same formula, charge and spin) is 34.8 kcal per mole. The calculation puts the largest force on an atom at 0.09977 Eh/bohr.

***

(3)
A cluster of 2 separate species, C8H15N2O2 in total at a distorted geometry, computed with ωB97M-V/def2-TZVPD.

Geometry as ORCA input:
```
! RIJCOSX wB97M-V def2-TZVPD def2/J DEFGRID3
* xyz 1 1
C 1.5342 1.2075 0.9363
C 0.6957 0.9222 0.1483
C -1.0432 -0.8090 1.9108
C 2.7838 1.5064 1.6769
C 0.8462 0.3237 -2.6292
C -1.4863 -0.8596 -2.4764
C -0.2117 -0.4671 -1.7199
C -0.4361 0.5160 -0.6334
N -1.3173 -2.0031 2.2022
N -1.4746 1.3151 -0.5486
O -0.2584 -0.2478 2.7944
O -0.8045 -2.5777 3.4210
H 2.9728 2.5953 1.7373
H 2.5906 1.1042 2.6744
H 3.6302 0.9293 1.0717
H 1.7195 0.6895 -2.1711
H 1.1684 -0.4546 -3.3235
H 0.3151 1.2149 -3.0066
H -1.5504 -2.0497 -2.3930
H -1.1647 -0.5632 -3.4997
H -2.4474 -0.4474 -2.3674
H 0.2885 -1.3108 -1.1609
H -1.8704 -2.5931 1.7353
H -2.1700 1.2586 -1.2579
H -1.5802 1.8831 0.2810
H -0.2556 0.7333 2.7360
H -0.4744 -1.8162 3.8619
*
```

Its orbital gap is 8.050 eV. Its energy relative to the best compared isomer or geometry (same formula, charge and spin) is 106.9 kcal per mole. The calculation puts the largest force on an atom at 0.10450 Eh/bohr.

***

(4)
A structure of composition C21H23N6OReSi at a distorted geometry, computed with ωB97M-V/def2-TZVPD.

Geometry as ORCA input:
```
! RIJCOSX wB97M-V def2-TZVPD def2/J DEFGRID3
* xyz 3 4
Re 1.0251 0.0636 -0.8863
N -1.4337 -1.1853 -3.0186
C -1.4608 0.1230 -2.8609
N -2.3570 0.7921 -3.5570
C -2.4186 2.1105 -3.4186
N -3.3103 2.7999 -4.0839
N -1.5710 2.8332 -2.5944
C -0.7203 2.1328 -1.9505
N -0.5663 0.7501 -1.9786
C 0.2503 2.8292 -1.0795
C 0.2664 4.1861 -0.8682
C 1.2446 4.7215 -0.0338
C 2.1780 3.8820 0.5624
C 2.1159 2.5283 0.3178
N 1.1616 2.0139 -0.4929
H -2.0767 -1.5746 -3.6950
H -0.8411 -1.8290 -2.5212
H -3.9513 2.3305 -4.7082
H -3.3524 3.8043 -3.9968
H -0.4784 4.8022 -1.3526
H 1.2763 5.7882 0.1487
H 2.9518 4.2680 1.2118
H 2.8147 1.8347 0.7621
C 3.7563 -0.6592 0.8522
O 2.8653 -0.7825 -0.3567
H 4.5779 -0.0086 0.5662
H 4.0889 -1.6612 1.1020
H 3.1360 -0.2565 1.6443
H 3.3973 -1.1616 -1.0755
C 1.5765 -1.4389 4.9817
C 1.9169 -2.1576 3.8383
C 1.2949 -1.8732 2.6375
C 0.3204 -0.8622 2.5488
C -0.0143 -0.1558 3.7181
C 0.6131 -0.4410 4.9203
Si -0.5346 -0.4090 1.0086
C -1.3593 -1.7272 0.0654
C -2.7431 -1.7767 -0.1356
C -3.2950 -2.8205 -0.8651
C -2.4833 -3.8180 -1.4042
C -1.1050 -3.7794 -1.2294
C -0.5503 -2.7424 -0.4898
H 2.0390 -1.6832 5.9288
H 2.6456 -2.9552 3.9034
H 1.5315 -2.4855 1.7719
H -0.7888 0.6029 3.6970
H 0.3429 0.1034 5.8149
H -1.3227 0.8213 1.2131
H -3.3931 -1.0219 0.2911
H -4.3668 -2.8715 -1.0058
H -2.9339 -4.6484 -1.9321
H -0.4835 -4.5689 -1.6318
H 0.5243 -2.7667 -0.2834
*
```

Its orbital gap (alpha / beta) is 6.562 / 5.838 eV. Its energy relative to the best compared isomer or geometry (same formula, charge and spin) is 18.2 kcal per mole. Its expectation value of S² is 3.78. The calculation puts the largest force on an atom at 0.02378 Eh/bohr.

***

(5)
The molecule C6H15NO at a distorted geometry, computed with ωB97M-V/def2-TZVPD.

Geometry as ORCA input:
```
! RIJCOSX wB97M-V def2-TZVPD def2/J DEFGRID3
* xyz 0 1
C 2.9368 0.5530 0.2348
C 1.2364 0.2404 0.9844
O 0.6507 1.4499 1.3108
C 0.6927 -0.6874 0.0192
C -1.1326 -0.3642 -0.1784
C -1.6118 -1.5258 -1.0364
C -1.3451 0.9649 -0.8822
N -1.7888 -0.4079 1.1034
H 3.4880 1.0035 1.0625
H 2.7996 1.2725 -0.5742
H 3.4436 -0.3448 -0.1200
H 1.4580 -0.2596 1.9297
H 1.2310 2.1818 1.0472
H 0.7070 -1.7071 0.4053
H 1.1024 -0.7181 -0.9898
H -2.6896 -1.4528 -1.2471
H -1.4422 -2.4881 -0.5424
H -1.0910 -1.5448 -1.9978
H -2.3950 1.0892 -1.1889
H -0.7443 1.0288 -1.7940
H -1.1584 1.8387 -0.2536
H -1.5531 0.4115 1.6633
H -2.7944 -0.5338 1.0441
*
```

Its SMILES is C[C@@H](O)CC(C)(C)N. Its orbital gap is 9.401 eV. Its energy relative to the best compared isomer or geometry (same formula, charge and spin) is 67.2 kcal per mole. The calculation puts the largest force on an atom at 0.11625 Eh/bohr.

***

(6)
A cluster of 2 separate species, C3H11N2S2 in total, computed with ωB97M-V/def2-TZVPD.

Geometry as ORCA input:
```
! RIJCOSX wB97M-V def2-TZVPD def2/J DEFGRID3
* xyz 1 1
C 0.4462 -2.0026 0.6178
N -2.9456 -0.8441 -0.1923
C -1.8875 -1.5813 0.0756
N -0.7413 -1.1529 0.5034
H 1.1744 -1.7254 -0.1411
H 0.1550 -3.0422 0.4919
H 0.8778 -1.8638 1.6062
H -2.9314 0.1452 -0.0144
H -3.8305 -1.3180 -0.3098
H -1.9516 -2.6479 -0.1075
H -0.6054 -0.1649 0.7239
C 2.3723 1.7024 -0.8989
S 0.6514 1.7008 -0.2723
S 0.3080 3.7323 -0.0827
H 2.3358 2.3748 -1.7504
H 2.6425 0.7024 -1.2270
H 3.0681 2.0563 -0.1549
H 0.8618 3.9288 1.1327
*
```

Its orbital gap is 9.211 eV. Its energy relative to the best compared isomer or geometry (same formula, charge and spin) is 6.9 kcal per mole. The calculation puts the largest force on an atom at 0.01432 Eh/bohr.